(1)
7
Properties=species:S:1:pos:R:3 method="wB97M-V/def2-TZVPD" e_lumo_ev="0.10 / 0.10" gap_ha="0.2593 / 0.2591" relative_energy_ev=3.526 e_homo_ev="-7.0 / -7.0"
C -0.1229 0.3507 -0.0777
N -1.1834 -0.4219 0.0240
O 2.8154 0.6223 -0.0059
S 1.8583 -0.4890 0.1197
H -0.1874 1.3993 -0.2865
H -2.1301 -0.0676 -0.0278
H -1.0499 -1.3939 0.2541


(2)
7
Properties=species:S:1:pos:R:3 method="wB97M-V/def2-TZVPD" e_lumo_ev=0.41 smiles="NSC=O" gap_ha=0.3455 relative_energy_ev=2.072 e_homo_ev=-9.0
N 0.4926 0.4838 -0.0380
S -1.0494 1.3009 -0.0419
C -2.3334 -0.4694 0.0478
O -3.4748 -0.5136 0.0205
H 0.9350 0.7583 0.7814
H 1.1047 0.6985 -0.8362
H -1.6336 -1.2242 0.5581


(3)
7
Properties=species:S:1:pos:R:3 method="wB97M-V/def2-TZVPD" e_lumo_ev="0.86 / -3.05" gap_ha="0.2510 / 0.2535" multiplicity=3 relative_energy_ev=5.087 e_homo_ev="-6.0 / -10.0"
C 1.7867 -0.2553 0.4687
N 2.0797 -0.2601 -0.6565
O 2.2482 0.0203 -1.7838
S -1.2756 -0.6259 -1.5800
H 1.5667 -0.9146 1.2507
H -1.5414 0.0895 -0.4102
H -0.5220 0.3134 -1.9778


(4)
8
Properties=species:S:1:pos:R:3 method="wB97M-V/def2-TZVPD" e_lumo_ev="-1.85 / -2.39" gap_ha="0.2526 / 0.2115" relative_energy_ev=4.784 e_homo_ev="-8.7 / -8.1"
C 0.0563 -0.1156 -0.4909
N 2.6728 -0.4463 -0.6514
O 1.2899 -1.4230 1.8045
S 1.4953 -1.2077 -0.2789
S 2.3226 -2.0028 2.7413
H 0.3580 0.7491 -1.2410
H 0.2175 0.3669 0.4970
H -0.9429 -0.5173 -0.7343


(5)
8
Properties=species:S:1:pos:R:3 method="wB97M-V/def2-TZVPD" e_lumo_ev=0.29 gap_ha=0.3550 relative_energy_ev=1.661 e_homo_ev=-9.4
C -0.5664 0.3551 -0.6454
N -0.4347 0.1441 0.5833
O -0.0166 -0.8232 2.8615
S 0.3008 -0.3507 -1.9905
S 0.4890 -0.9866 1.5259
H -1.1986 1.2073 -0.9801
H -0.2594 0.5376 -2.8478
H 1.6860 -0.0836 1.4932


(6)
7
Properties=species:S:1:pos:R:3 method="wB97M-V/def2-TZVPD" e_lumo_ev=0.41 smiles=N#C[SiH2]O gap_ha=0.4424 relative_energy_ev=0.095 e_homo_ev=-11.6
N 2.4849 -0.0649 0.1562
C 1.3778 -0.2689 0.0541
Si -0.4880 -0.3692 -0.1572
O -1.0128 1.1415 0.0313
H -0.6892 -1.2973 0.8954
H -1.2120 -1.0051 -1.1865
H -0.4607 1.8639 0.2067


(7)
7
Properties=species:S:1:pos:R:3 method="wB97M-V/def2-TZVPD" e_lumo_ev="-2.66 / -2.66" gap_ha="0.2176 / 0.2177" relative_energy_ev=4.291 e_homo_ev="-8.6 / -8.6"
C -2.0485 -0.0865 0.0516
N -3.0738 -0.5415 0.3816
O -1.0618 0.3886 -0.4683
Si 1.5276 0.0722 -0.0837
H 2.3135 0.4717 -1.2151
H 1.4723 0.8404 1.1395
H 0.8707 -1.1448 0.1944


(8)
6
Properties=species:S:1:pos:R:3 method="wB97M-V/def2-TZVPD" e_lumo_ev=0.78 smiles="NC=S" gap_ha=0.3388 relative_energy_ev=0.243 e_homo_ev=-8.4
N -0.2539 0.6844 -0.1906
C 0.2368 -0.5146 0.0191
S -0.5364 -1.8027 0.7136
H -1.0315 0.9589 0.3513
H 0.3380 1.2901 -0.6807
H 1.2469 -0.6162 -0.2126


(9)
7
Properties=species:S:1:pos:R:3 method="wB97M-V/def2-TZVPD" e_lumo_ev=0.45 smiles="N=C=S.S" gap_ha=0.3603 relative_energy_ev=0.936 e_homo_ev=-9.4
N 0.0554 -0.5283 0.9925
C 0.3538 -0.3431 2.1277
S 0.4058 -0.0672 3.6917
H 0.4032 -1.0054 0.1124
S -0.5190 0.2747 -1.7250
H -1.1082 1.2659 -2.4973
H 0.4090 0.4035 -2.7021


(10)
8
Properties=species:S:1:pos:R:3 method="wB97M-V/def2-TZVPD" e_lumo_ev="-0.63 / -0.63" gap_ha="0.2737 / 0.2736" relative_energy_ev=3.286 e_homo_ev="-8.1 / -8.1"
C 0.7274 -0.6246 -0.3689
N -0.9292 0.7693 -0.3608
S -0.0708 -2.0047 -0.1488
S 2.2285 0.1470 -0.0257
S -2.2085 -0.1360 -0.0106
H -0.9341 1.0721 -1.3579
H 3.0639 -0.8913 0.5111
H -1.6792 0.0415 1.2607


(11)
6
Properties=species:S:1:pos:R:3 method="wB97M-V/def2-TZVPD" e_lumo_ev=-1.91 gap_ha=0.2887 relative_energy_ev=2.235 e_homo_ev=-9.8
C 1.5403 0.3400 -1.7556
N 2.2692 0.6100 -2.6057
Si 0.6084 0.0750 -0.1549
H -1.9061 -0.4938 2.7319
H -2.0609 0.2447 2.5417
H -0.4510 -0.7759 -0.7574


(12)
6
Properties=species:S:1:pos:R:3 method="wB97M-V/def2-TZVPD" total_charge=-1 e_lumo_ev=5.00 smiles=[O-]CO gap_ha=0.2710 relative_energy_ev=0.104 e_homo_ev=-2.4
O -0.8443 -0.9405 -0.6663
C -0.3991 0.0192 0.0635
O 1.0695 -0.0957 0.3974
H -0.4088 1.0470 -0.3840
H -0.8294 0.0995 1.0936
H 1.4122 -0.1296 -0.5042


(13)
7
Properties=species:S:1:pos:R:3 method="wB97M-V/def2-TZVPD" total_charge=-1 e_lumo_ev="4.10 / 4.14" gap_ha="0.2788 / 0.2631" relative_energy_ev=4.719 e_homo_ev="-3.5 / -3.0"
C -0.1467 0.0306 -0.0942
O -2.9082 -1.6262 0.2210
O -2.3184 1.3901 0.5293
S -1.9617 0.3018 -0.4146
H 0.1233 -0.9879 -0.3444
H 0.0530 0.2523 0.9502
H 0.3837 0.7372 -0.7312


(14)
7
Properties=species:S:1:pos:R:3 method="wB97M-V/def2-TZVPD" total_charge=-1 e_lumo_ev=4.29 gap_ha=0.2741 relative_energy_ev=2.348 e_homo_ev=-3.2
C -0.6883 -0.3406 -0.1939
O 0.7830 1.2370 1.6001
O 1.8687 0.1826 -0.5434
S 0.6995 0.9658 -0.0824
H -1.7822 -0.0165 -0.3234
H -0.5955 -1.0115 0.6925
H -0.2851 -1.0168 -1.1496


(15)
7
Properties=species:S:1:pos:R:3 method="wB97M-V/def2-TZVPD" total_charge=-1 e_lumo_ev=3.92 gap_ha=0.2128 relative_energy_ev=3.912 e_homo_ev=-1.9
C 0.3697 0.0121 -0.1975
O 1.6931 0.0822 0.3047
O -2.7282 0.1297 -0.1720
S -1.6810 -0.6771 0.6273
H 1.7890 -0.2578 1.2144
H 0.0588 1.0829 -0.4865
H 0.4985 -0.3720 -1.2904


(16)
7
Properties=species:S:1:pos:R:3 method="wB97M-V/def2-TZVPD" total_charge=-1 e_lumo_ev=4.13 smiles="C=[S@@H](=O)[O-]" gap_ha=0.2838 relative_energy_ev=4.128 e_homo_ev=-3.6
C -0.8459 -0.1810 0.8250
S 0.5440 0.0094 -0.1860
O 1.0955 1.3317 0.0347
O 1.5901 -1.2266 -0.0984
H -1.4261 -0.8859 0.4052
H -1.3231 0.7295 0.7993
H 0.3656 0.2229 -1.7798


(17)
8
Properties=species:S:1:pos:R:3 method="wB97M-V/def2-TZVPD" total_charge=-1 e_lumo_ev="3.38 / 3.00" gap_ha="0.2669 / 0.2625" relative_energy_ev=3.080 e_homo_ev="-3.9 / -4.1"
C 0.1797 -0.0560 0.0819
O 0.5272 3.2110 -1.8672
O 2.4355 1.7544 -1.3673
S 1.6094 3.5082 0.8591
S 1.2225 2.3983 -0.8081
H -0.8237 0.1323 0.5071
H 0.1261 -0.0481 -0.9406
H 1.0252 -0.2682 0.7885


(18)
7
Properties=species:S:1:pos:R:3 method="wB97M-V/def2-TZVPD" total_charge=-1 e_lumo_ev=3.52 gap_ha=0.2566 relative_energy_ev=1.102 e_homo_ev=-3.5
O 0.9481 -1.6947 -1.6219
H 1.5203 -2.1438 -2.2845
H 0.0617 -2.1050 -1.7410
O -0.6147 1.9246 0.2283
O -0.5213 0.2789 1.7560
C -0.5873 1.5039 1.4243
H -0.8067 2.2361 2.2389


(19)
9
Properties=species:S:1:pos:R:3 method="wB97M-V/def2-TZVPD" e_lumo_ev="-0.87 / -0.87" gap_ha="0.3033 / 0.3034" relative_energy_ev=2.917 e_homo_ev="-9.1 / -9.1"
C 0.9892 -0.6287 0.9702
O -0.7799 2.6777 -0.4139
O -1.3849 0.3610 -0.8828
O -0.0705 -1.6378 -1.7504
P -1.9188 1.7646 -0.2869
S 0.1440 -0.2840 -1.3347
H 0.0041 -1.2830 1.4736
H 1.8025 -1.2284 0.6924
H 1.2143 0.2586 1.5325


(20)
10
Properties=species:S:1:pos:R:3 method="wB97M-V/def2-TZVPD" total_charge=-2 e_lumo_ev=5.73 smiles="O=[P@]([O-])(O)[C@@H]([S-])S" gap_ha=0.1838 relative_energy_ev=0.084 e_homo_ev=0.7
O -1.7885 -1.2071 -1.1015
P -1.2727 -0.1556 -0.1235
O -1.7246 -0.1942 1.3297
O -1.5580 1.2998 -0.6765
C 0.7618 -0.1748 -0.0488
S 1.1595 1.4314 0.5964
S 1.3498 -1.7072 0.8212
H -0.9923 2.1990 -0.5990
H 1.3743 -0.1842 -0.9715
H 2.6907 -1.3072 0.7734